Entry from the OMol25 dataset: the molecule C5H11N3O in a non-equilibrium geometry (ωB97M-V/def2-TZVPD).

The value obtained for the lowest unoccupied orbital energy is 0.946 eV. For the frontier orbital gap, the calculation gives 7.9 eV. Its highest occupied orbital energy is -6.937 eV. Its SMILES is C[C@@]12N[C@H]1[C@@H](N)[C@]2(N)O. Its total energy is -11877.515 eV. The calculation puts the largest force on an atom at 3.6 eV Å⁻¹. Its molar mass is 129.163 g/mol. The calculation puts the energy above the lowest of the compared OMol25 structures with the same formula, charge and spin at 410.7 kJ/mol.

Last column: Löwdin charge in e.
Element x y z (Å)
1 C 1.747 1.419 0.257  -0.048
2 C 0.923 0.421 -0.496  -0.230
3 N 0.065 0.747 -1.629  0.023
4 C -0.796 0.951 -0.563  -0.148
5 C -1.006 -0.007 0.537  -0.287
6 N -2.188 -0.846 0.438  0.050
7 C 0.427 -0.785 0.223  -0.508
8 N 0.223 -1.952 -0.606  0.099
9 O 1.095 -1.173 1.401  0.009
10 H 2.648 0.931 0.638  0.079
11 H 2.054 2.245 -0.391  0.080
12 H 1.239 1.831 1.143  0.082
13 H 0.278 1.479 -2.296  0.127
14 H -1.353 1.879 -0.518  0.125
15 H -0.887 0.440 1.529  0.149
16 H -2.927 -0.490 -0.159  0.075
17 H -2.597 -1.084 1.337  0.074
18 H 0.126 -1.674 -1.582  0.080
19 H -0.673 -2.384 -0.375  0.070
20 H 1.603 -1.948 1.113  0.101

=====

Entry from the OMol25 dataset: a cluster of 11 separate species, C66H142F9N8O9 in total in a non-equilibrium geometry (ωB97M-V/def2-TZVPD).

The value obtained for the lowest unoccupied orbital energy is -8.012 eV. For the frontier orbital gap, the calculation gives 3.8 eV. Its highest occupied orbital energy is -11.798 eV. Its total energy is -125502.221 eV. The calculation puts the largest force on an atom at 4.0 eV Å⁻¹. As for the net charge: +5. Its molar mass is 1362.891 g/mol.

Last column: Löwdin charge in e.
Element x y z (Å)
1 C -0.868 6.118 -7.652  -0.119
2 C -0.897 5.062 -6.521  -0.213
3 C 0.622 4.987 -5.976  -0.169
4 C 1.075 3.539 -5.852  -0.133
5 N 2.508 3.344 -5.501  -0.271
6 C 3.514 3.618 -6.595  -0.070
7 C 4.712 2.818 -6.148  -0.116
8 C 4.212 1.663 -5.182  -0.104
9 C 2.717 1.937 -5.155  -0.149
10 C 2.871 4.146 -4.272  0.047
11 H -0.482 7.109 -7.337  0.082
12 H -1.899 6.390 -7.961  0.073
13 H -0.363 5.681 -8.559  0.098
14 H -1.134 4.055 -6.918  0.102
15 H -1.599 5.229 -5.691  0.099
16 H 0.591 5.494 -5.015  0.106
17 H 1.254 5.562 -6.637  0.101
18 H 0.993 3.023 -6.795  0.132
19 H 0.449 3.008 -5.099  0.143
20 H 3.770 4.667 -6.534  0.135
21 H 3.168 3.294 -7.560  0.144
22 H 5.398 3.449 -5.645  0.100
23 H 5.276 2.345 -6.948  0.125
24 H 4.612 1.723 -4.189  0.090
25 H 4.279 0.616 -5.504  0.125
26 H 2.292 1.733 -4.208  0.129
27 H 2.219 1.232 -5.870  0.159
28 H 2.901 5.210 -4.533  0.119
29 H 3.795 3.811 -3.890  0.086
30 H 2.176 3.967 -3.460  0.122
31 C 2.892 -0.542 7.112  -0.132
32 C 4.104 -0.756 6.301  -0.258
33 C 4.192 -2.149 5.645  -0.165
34 C 2.890 -2.424 4.856  -0.108
35 N 2.804 -3.897 4.397  -0.255
36 C 1.614 -4.110 3.487  -0.071
37 C 1.019 -5.499 3.922  -0.116
38 C 1.850 -6.024 5.130  -0.125
39 C 2.586 -4.752 5.639  -0.096
40 C 4.038 -4.277 3.625  0.032
41 H 1.954 -0.494 6.507  0.078
42 H 2.872 0.416 7.697  0.088
43 H 2.744 -1.359 7.837  0.085
44 H 5.023 -0.669 6.804  0.102
45 H 4.116 -0.003 5.482  0.119
46 H 4.269 -2.965 6.390  0.119
47 H 5.021 -2.190 4.938  0.090
48 H 2.717 -1.738 4.053  0.129
49 H 2.024 -2.379 5.538  0.107
50 H 1.870 -3.894 2.489  0.108
51 H 0.807 -3.390 3.756  0.143
52 H 0.946 -6.239 3.111  0.116
53 H 0.005 -5.399 4.282  0.108
54 H 2.625 -6.769 4.839  0.122
55 H 1.262 -6.444 5.952  0.122
56 H 3.462 -4.940 6.236  0.125
57 H 1.868 -4.170 6.259  0.140
58 H 4.228 -3.442 2.977  0.091
59 H 3.810 -5.204 3.065  0.119
60 H 4.889 -4.485 4.269  0.113
61 C 10.678 -2.810 -3.065  -0.087
62 C 9.163 -2.528 -3.038  -0.260
63 C 8.392 -3.434 -2.099  -0.187
64 C 6.942 -2.913 -2.038  -0.127
65 N 6.049 -3.885 -1.335  -0.254
66 C 5.614 -5.064 -2.217  -0.084
67 C 4.341 -5.548 -1.584  -0.146
68 C 3.687 -4.263 -1.015  -0.113
69 C 4.731 -3.177 -1.178  -0.117
70 C 6.597 -4.343 -0.020  0.053
71 H 10.834 -3.871 -3.277  0.079
72 H 11.296 -2.539 -2.250  0.060
73 H 11.067 -2.315 -3.978  0.085
74 H 8.811 -2.545 -4.050  0.103
75 H 8.979 -1.498 -2.718  0.110
76 H 8.796 -3.323 -1.077  0.125
77 H 8.421 -4.473 -2.418  0.121
78 H 6.587 -2.746 -3.060  0.138
79 H 6.923 -2.011 -1.440  0.133
80 H 6.336 -5.827 -2.352  0.126
81 H 5.451 -4.639 -3.221  0.148
82 H 4.443 -6.355 -0.912  0.099
83 H 3.767 -6.070 -2.369  0.134
84 H 3.534 -4.344 0.052  0.096
85 H 2.753 -4.062 -1.532  0.123
86 H 4.780 -2.398 -0.418  0.101
87 H 4.610 -2.512 -2.049  0.142
88 H 7.567 -4.838 -0.143  0.114
89 H 5.843 -4.988 0.381  0.095
90 H 6.759 -3.461 0.596  0.095
91 C -9.713 -11.684 2.502  -0.104
92 C -8.376 -10.977 2.187  -0.243
93 C -8.496 -9.538 2.738  -0.187
94 C -7.236 -8.699 2.431  -0.088
95 N -7.567 -7.315 2.803  -0.282
96 C -8.670 -6.801 1.938  -0.131
97 C -8.435 -5.325 1.759  -0.140
98 C -7.076 -5.020 2.402  -0.148
99 C -6.479 -6.376 2.377  -0.147
100 C -7.819 -7.116 4.276  0.062
101 H -9.813 -12.561 1.898  0.061
102 H -10.525 -10.995 2.278  0.069
103 H -9.804 -12.102 3.554  0.101
104 H -8.219 -10.975 1.102  0.113
105 H -7.517 -11.539 2.587  0.116
106 H -8.555 -9.665 3.806  0.102
107 H -9.432 -9.214 2.312  0.102
108 H -7.025 -8.668 1.374  0.139
109 H -6.346 -8.944 3.029  0.159
110 H -9.689 -7.025 2.270  0.142
111 H -8.582 -7.266 0.947  0.147
112 H -9.292 -4.816 2.234  0.120
113 H -8.535 -5.107 0.688  0.129
114 H -7.156 -4.600 3.377  0.095
115 H -6.576 -4.250 1.845  0.116
116 H -5.487 -6.463 2.813  0.143
117 H -6.343 -6.575 1.316  0.101
118 H -8.441 -7.945 4.617  0.095
119 H -8.349 -6.144 4.355  0.121
120 H -6.834 -7.149 4.713  0.111
121 C -9.959 8.781 -5.933  -0.077
122 C -10.235 9.435 -4.535  -0.225
123 C -9.017 9.488 -3.641  -0.195
124 C -8.648 8.081 -3.172  -0.129
125 N -7.266 7.876 -2.632  -0.254
126 C -6.138 8.057 -3.682  -0.072
127 C -5.482 6.702 -3.941  -0.126
128 C -5.749 6.024 -2.586  -0.145
129 C -7.161 6.462 -2.187  -0.117
130 C -6.946 8.785 -1.497  0.017
131 H -10.622 9.095 -6.720  0.069
132 H -9.868 7.681 -5.870  0.069
133 H -8.999 9.197 -6.337  0.086
134 H -11.067 9.028 -3.998  0.110
135 H -10.567 10.424 -4.754  0.105
136 H -9.214 10.158 -2.812  0.116
137 H -8.111 9.924 -4.106  0.119
138 H -8.755 7.407 -3.994  0.115
139 H -9.396 7.730 -2.441  0.159
140 H -5.357 8.747 -3.255  0.149
141 H -6.589 8.598 -4.483  0.112
142 H -4.431 6.824 -4.131  0.112
143 H -6.038 6.206 -4.748  0.130
144 H -4.966 6.335 -1.851  0.131
145 H -5.755 4.902 -2.600  0.136
146 H -7.237 6.394 -1.109  0.131
147 H -8.013 5.918 -2.610  0.143
148 H -7.519 8.552 -0.585  0.127
149 H -7.123 9.805 -1.768  0.101
150 H -5.901 8.718 -1.253  0.102
151 C -2.519 3.283 8.554  0.023
152 C -2.103 1.863 8.841  -0.386
153 O -2.099 0.998 8.048  0.200
154 N -1.885 1.454 10.316  0.095
155 H -2.808 1.454 10.757  0.184
156 H -1.477 0.496 10.333  0.195
157 C -1.030 2.468 11.111  0.040
158 H -1.848 4.079 8.824  0.087
159 H -3.460 3.528 9.038  0.109
160 H -2.733 3.338 7.465  0.121
161 H -0.050 2.614 10.662  0.107
162 H -0.964 2.104 12.128  0.106
163 H -1.597 3.443 10.968  0.117
164 C 9.628 6.804 1.763  0.032
165 C 8.979 8.143 1.531  -0.318
166 O 7.848 8.345 1.198  0.183
167 N 9.948 9.410 1.793  0.096
168 H 9.912 9.762 2.788  0.200
169 H 10.935 9.168 1.669  0.164
170 C 9.575 10.686 0.966  0.023
171 H 10.707 6.912 1.917  0.092
172 H 9.568 6.268 0.808  0.115
173 H 9.209 6.229 2.570  0.104
174 H 9.647 10.449 -0.107  0.110
175 H 10.158 11.561 1.216  0.100
176 H 8.547 11.030 1.095  0.100
177 C -1.472 -0.347 -5.605  -0.017
178 C -1.955 0.650 -4.606  -0.500
179 O -1.213 1.245 -3.744  -0.045
180 N -3.288 0.502 -4.459  0.014
181 H -0.946 2.173 -1.377  0.069
182 H -3.752 0.827 -3.629  0.136
183 C -4.146 -0.313 -5.363  -0.063
184 H -0.478 -0.146 -5.980  0.070
185 H -2.031 -0.506 -6.489  0.053
186 H -1.476 -1.312 -5.019  0.135
187 H -5.172 -0.133 -5.041  0.088
188 H -3.872 -1.366 -5.185  0.091
189 H -3.979 -0.196 -6.477  0.104
190 C -3.718 -6.447 -0.515  -0.599
191 O -2.688 -5.554 -0.569  -0.083
192 O -4.163 -6.838 0.665  -0.189
193 C -5.020 -5.830 -1.118  -0.595
194 F -5.357 -4.702 -0.549  0.154
195 F -4.926 -5.511 -2.462  0.077
196 F -5.957 -6.753 -0.965  0.129
197 C -1.485 -6.130 0.183  -0.200
198 C -0.371 -5.162 -0.033  -0.106
199 H 0.600 -5.493 0.319  0.044
200 H -0.356 -5.091 -1.118  0.072
201 H -0.511 -4.119 0.374  0.089
202 H -1.239 -7.086 -0.234  0.112
203 H -1.813 -6.270 1.178  0.084
204 H -3.427 -7.247 -1.243  0.148
205 C 4.869 -0.075 1.331  -0.471
206 O 5.449 0.336 0.000  -0.133
207 O 3.989 -1.072 1.200  -0.177
208 C 6.009 -0.560 2.234  -0.468
209 F 7.113 0.196 2.374  0.120
210 F 5.540 -0.886 3.485  0.082
211 F 6.592 -1.756 1.808  0.060
212 C 6.523 1.315 0.024  -0.303
213 C 6.380 2.071 -1.219  -0.106
214 H 7.293 2.612 -1.359  0.075
215 H 6.263 1.447 -2.098  0.067
216 H 5.464 2.614 -1.293  0.060
217 H 7.553 0.915 -0.042  0.119
218 H 6.497 1.928 0.973  0.132
219 H 4.511 1.010 1.598  0.122
220 C -0.133 2.419 0.389  -0.352
221 O 1.184 1.934 0.351  -0.066
222 O -0.560 2.875 -0.856  0.056
223 C -1.109 1.401 0.858  -0.604
224 F -1.186 0.409 -0.073  0.151
225 F -0.789 0.932 2.027  0.198
226 F -2.327 1.952 0.985  0.153
227 C 2.199 2.423 1.275  -0.193
228 C 2.437 1.524 2.500  -0.085
229 H 1.643 1.618 3.218  0.059
230 H 2.576 0.462 2.163  0.073
231 H 3.423 1.829 2.884  0.072
232 H 1.900 3.457 1.483  0.118
233 H 3.092 2.341 0.628  0.115
234 H -0.167 3.251 1.096  0.166

=====

Entry from the OMol25 dataset: a cluster of 2 separate species, C5H10F2N2 in total in a non-equilibrium geometry (ωB97M-V/def2-TZVPD).

The value obtained for the lowest unoccupied orbital energy (alpha / beta) is 0.832 / 0.832 eV. For the frontier orbital gap (alpha / beta), the calculation gives 6.7 / 6.7 eV. Its highest occupied orbital energy (alpha / beta) is -5.915 / -5.914 eV. Its total energy is -13758.586 eV. The calculation puts the largest force on an atom at 3.7 eV Å⁻¹. Its molar mass is 136.145 g/mol. The calculation puts the energy above the lowest of the compared OMol25 structures with the same formula, charge and spin at 250.5 kJ/mol.

Last column: Löwdin charge in e.
Element x y z (Å)
1 C -0.684 0.174 -1.728  -0.224
2 C -1.196 0.984 -0.527  -0.188
3 C 0.984 0.416 -0.197  -0.404
4 C 2.256 0.266 0.553  -0.027
5 C -1.543 -1.213 1.422  -0.274
6 N 0.528 -0.457 -1.171  0.055
7 N 0.033 1.297 0.066  0.054
8 F -0.167 -1.091 1.500  -0.031
9 F -1.833 -2.428 1.845  0.054
10 H -1.364 -0.604 -2.104  0.080
11 H -0.599 0.753 -2.827  0.125
12 H -1.913 1.757 -0.668  0.061
13 H -1.658 -0.979 0.427  0.046
14 H 2.413 -0.907 0.632  0.125
15 H 2.216 0.720 1.545  0.079
16 H 3.147 0.584 -0.059  0.087
17 H -1.983 -0.396 2.089  0.144
18 H 1.370 -0.666 -1.669  0.125
19 H -0.007 1.789 0.870  0.113

=====

- Which formula does entry 2 have?
  C66H142F9N8O9

=====

- largest force on an atom of number 2 (C66H142F9N8O9)?
  4.0 eV Å⁻¹

=====

- Which of these has the lowest largest force on an atom?
  C5H11N3O

=====

- The lowest largest force on an atom belongs to which entry?
  C5H11N3O